# 1
Entry from OMol25: a 2-piece molecular cluster, C2H5OPS overall at a distorted geometry (ωB97M-V/def2-TZVPD).

Computed properties:
* net charge: 0
* molecular weight: 108.10 g/mol
* largest force on an atom: 0.0328 Eh/bohr
* total energy: -893.8679 hartree
* relative energy (zero: lowest compared OMol25 entry of this formula, charge and spin): 65.9 kcal per mole

Each line ends with the Mulliken charge.
Geometry (Å):
C -0.14716 0.45723 -0.11908  -0.92
C -0.45037 -0.93205 -0.29169  -0.37
O 3.36226 2.00779 1.43248  -0.33
P 2.88350 0.64009 1.43176  0.36
S -2.11119 -1.11454 -1.26908  -0.23
H 0.25914 1.02636 -0.93485  0.36
H -0.64394 1.00981 0.65862  0.40
H -0.64410 -1.47837 0.62833  0.31
H 0.23468 -1.46951 -0.94099  0.30
H -2.74281 -0.14682 -0.59550  0.12

Atoms 1-6, force components in eV/Å:
0.4 0.7 0.2
-1.1 -0.9 -0.4
0.5 1.5 0.0
-0.8 -1.5 -0.1
0.6 0.1 0.2
0.1 0.1 -0.2

=====

# 2
Entry from OMol25: one molecule with the formula C5H10O2 at a distorted geometry (ωB97M-V/def2-TZVPD).

Computed properties:
* net charge: 0
* molecular weight: 102.13 g/mol
* largest force on an atom: 0.0591 Eh/bohr
* total energy: -346.8409 hartree
* relative energy (zero: lowest compared OMol25 entry of this formula, charge and spin): 115.8 kcal per mole

Each line ends with the Mulliken charge.
Geometry (Å):
C 2.06210 0.08684 0.32970  -1.37
C 0.19002 -1.23394 -0.68897  -0.57
C 0.73929 0.09514 -0.44036  0.57
O -0.84638 -1.69012 0.17158  -0.51
H -1.14290 -2.55040 -0.15150  0.33
H 0.84558 -2.05064 -0.98810  0.35
H 0.87073 0.66928 -1.35593  0.29
H 2.82222 -0.47143 -0.22186  0.40
H 1.93649 -0.37945 1.31069  0.31
H 2.44676 1.10054 0.47498  0.35
C -1.80384 1.11619 -0.18329  -0.40
C -0.50136 1.11353 0.41036  -0.80
O -2.69624 0.14792 -0.00503  -0.53
H -2.20120 -0.64693 0.33243  0.44
H -2.14162 1.90201 -0.84804  0.40
H -0.51265 0.67956 1.41299  0.33
H -0.06701 2.11188 0.44034  0.40

Atoms 1-6, force components in eV/Å:
-0.2 0.0 0.1
-0.7 -1.0 0.5
-1.5 2.2 1.4
0.9 0.1 -0.6
0.1 0.1 0.1
0.0 0.1 -0.1

=====

# 3
Entry from OMol25: a 3-piece molecular cluster, C25H40Cl3F2NO7S2 overall at a distorted geometry (ωB97M-V/def2-TZVPD).

Computed properties:
* net charge: 0
* structure (SMILES): C/C(Cl)=C(/Cl)[C@]1(CC(=O)N(C)C)C(=O)O[C@](CCCCl)(C[C@H](C)F)[C@H]1F.O=S1(=O)CCCC1.O=S1(=O)CCCC1
* molecular weight: 675.08 g/mol
* largest force on an atom: 0.0345 Eh/bohr
* total energy: -3934.6879 hartree
* relative energy (zero: lowest compared OMol25 entry of this formula, charge and spin): 12.7 kcal per mole

Each line ends with the Mulliken charge.
Geometry (Å):
C -4.15341 2.94803 -2.04637  -1.23
C -2.89740 3.32993 -1.32008  0.51
Cl -2.78249 5.02023 -0.97415  -0.22
C -1.91175 2.47878 -0.97227  -0.99
Cl -0.51198 3.11893 -0.16777  -0.17
C -1.87765 0.97111 -1.25823  2.98
C -1.52470 0.82470 -2.78855  -0.78
C -0.17940 0.20327 -3.12559  -0.40
O 0.82459 0.86930 -2.88897  -0.52
N -0.04913 -1.05425 -3.73416  0.11
C 0.88401 -1.95652 -3.04712  -0.48
C -1.28279 -1.69553 -4.18921  -1.12
C -3.17504 0.18852 -0.98001  -0.32
O -4.16102 0.10175 -1.66638  -0.60
O -3.05587 -0.53210 0.16406  -0.50
C -1.66204 -0.99271 0.30129  2.51
C -1.58715 -2.21107 -0.62415  0.06
C -0.64311 -3.35347 -0.23049  -0.75
C -1.18048 -4.66188 -0.79080  -0.83
Cl -0.42341 -6.05636 0.04560  -0.22
C -1.50120 -1.25426 1.80766  -2.64
C -0.17406 -0.85382 2.43570  2.00
C 1.02947 -1.67323 2.00932  -1.42
F -0.32838 -1.05172 3.81207  -0.47
C -1.00283 0.30012 -0.15481  -2.39
F 0.35591 0.27121 -0.30081  -0.32
H -4.71051 3.84437 -2.28133  0.49
H -3.96614 2.35231 -2.92902  0.25
H -4.78414 2.37044 -1.38020  0.27
H -2.37064 0.36426 -3.28476  0.75
H -1.47369 1.82742 -3.19106  0.57
H 1.31870 -1.50595 -2.16263  -0.09
H 1.69806 -2.23340 -3.71300  0.53
H 0.38532 -2.88443 -2.78695  0.10
H -1.71560 -1.11053 -4.99580  0.38
H -2.05266 -1.78916 -3.42455  0.37
H -1.05615 -2.66684 -4.60915  0.37
H -2.59514 -2.61134 -0.66956  0.88
H -1.34501 -1.86456 -1.62461  -1.30
H -0.57619 -3.48275 0.84022  0.72
H 0.35031 -3.18025 -0.62749  0.33
H -2.24465 -4.75584 -0.62416  0.42
H -0.95253 -4.77046 -1.84410  0.30
H -1.70374 -2.29272 2.04989  0.53
H -2.27149 -0.66654 2.29427  0.48
H 0.04088 0.20056 2.29196  -0.17
H 1.91761 -1.28285 2.49197  0.53
H 0.88486 -2.69238 2.35534  0.26
H 1.14162 -1.66639 0.93395  -0.10
H -1.19215 0.93604 0.70911  1.25
O 4.07666 -2.25074 -0.06717  -0.61
S 4.92060 -1.10252 -0.29452  1.11
O 5.91638 -0.71097 0.66997  -0.72
C 5.67637 -1.26215 -1.91093  -0.84
C 4.67250 -0.60631 -2.85493  -0.15
C 4.20459 0.67229 -2.14981  -0.78
C 3.87796 0.30193 -0.69977  0.44
H 5.85507 -2.31425 -2.11964  0.46
H 6.61997 -0.71833 -1.88811  0.35
H 5.11452 -0.39440 -3.82717  0.42
H 3.82222 -1.27416 -3.01008  -0.07
H 5.00360 1.41657 -2.17350  0.39
H 3.33320 1.10684 -2.63672  0.26
H 4.09077 1.10917 -0.00411  0.50
H 2.84159 -0.01495 -0.59101  -0.72
O -2.19080 1.57865 3.24149  -0.46
S -2.02105 2.31695 4.47132  1.02
O -3.12429 2.52308 5.37246  -0.76
C -0.63219 1.62909 5.36208  -0.51
C 0.57158 2.40108 4.83073  -0.37
C 0.12901 3.86918 4.74967  -0.72
C -1.25172 3.89446 4.08084  -0.50
H -0.58377 0.55874 5.17770  0.19
H -0.79528 1.82374 6.42157  0.38
H 1.44020 2.27393 5.47450  0.42
H 0.83557 2.03843 3.83418  0.09
H 0.05922 4.28435 5.75677  0.31
H 0.84227 4.47635 4.19438  0.38
H -1.88431 4.69285 4.45911  0.38
H -1.17606 3.96314 2.99658  0.21

Atoms 1-6, force components in eV/Å:
-0.1 0.2 0.6
0.5 -0.7 -0.1
0.1 0.0 0.1
-1.0 0.7 0.3
0.1 0.0 -0.1
0.9 -0.2 -0.5

=====

# 4
Entry from OMol25: C18H33Mg2O9 as an isolated structure at a distorted geometry (ωB97M-V/def2-TZVPD).

Computed properties:
* net charge: +1
* molecular weight: 442.06 g/mol
* largest force on an atom: 0.0404 Eh/bohr
* total energy: -1783.0026 hartree
* relative energy (zero: lowest compared OMol25 entry of this formula, charge and spin): 0.0 kcal per mole

Each line ends with the Mulliken charge.
Geometry (Å):
Mg 23.06896 9.14891 -6.77203  0.83
Mg 23.02124 7.36685 -4.48637  3.08
C 24.38904 3.89646 -6.45258  -0.99
C 25.03484 5.11651 -5.82519  -0.32
O 24.13905 6.08529 -5.45571  -0.45
H 25.16264 3.19016 -6.77247  0.40
H 23.75411 4.13445 -7.30543  0.19
H 23.77684 3.37606 -5.70914  0.07
H 25.79831 5.52134 -6.52254  0.25
H 25.63361 4.76102 -4.95426  0.03
C 21.02328 5.83538 -7.12515  -0.73
C 20.75298 7.28217 -6.79485  -0.40
O 21.80772 7.90091 -6.09316  -0.51
H 20.27868 5.50803 -7.85321  0.49
H 20.98057 5.20141 -6.23801  0.11
H 22.02549 5.69167 -7.53030  0.03
H 19.81313 7.38705 -6.23610  0.12
H 20.53618 7.81885 -7.73784  0.44
C 26.49418 9.37183 -5.14686  -0.83
C 25.14354 10.00018 -4.80458  -0.34
O 24.06345 9.16091 -5.13545  -0.66
H 26.99576 8.97949 -4.25970  0.10
H 27.18679 10.09116 -5.58281  0.39
H 26.33089 8.53308 -5.82562  0.18
H 25.08537 10.95671 -5.34875  0.42
H 25.08568 10.26442 -3.74391  0.19
O 21.90792 8.54571 -3.20743  -0.76
C 20.92619 8.78726 -2.55580  0.01
O 20.90039 9.82315 -1.71502  -0.45
C 19.55168 10.11293 -1.26447  -0.38
C 18.68880 8.91317 -1.69641  -0.72
C 19.62701 8.03295 -2.53283  0.30
H 19.27777 11.05212 -1.73885  0.28
H 19.57482 10.25998 -0.18803  0.29
H 17.83639 9.28686 -2.27114  0.28
H 18.21221 8.40459 -0.86189  0.32
H 19.27234 7.79840 -3.53026  0.19
H 19.85065 7.10680 -2.00065  -0.04
O 21.69505 5.87163 -3.63490  -0.32
C 21.91501 5.01887 -2.81932  -0.01
O 21.61172 5.20195 -1.51952  -0.37
C 22.06669 4.06977 -0.74653  -0.50
C 22.08980 2.91762 -1.75515  -0.59
C 22.58441 3.67959 -2.99416  -0.10
H 21.41736 3.92203 0.11105  0.39
H 23.07164 4.25458 -0.35010  0.22
H 21.05505 2.61972 -1.93277  0.30
H 22.71367 2.08620 -1.44852  0.36
H 22.33071 3.20778 -3.93599  0.25
H 23.65152 3.92342 -2.94927  0.07
O 24.16979 7.05684 -2.70015  -0.43
C 25.24204 7.10338 -2.15128  0.19
O 25.39592 7.68303 -0.96557  -0.40
C 26.80100 7.76746 -0.62547  -0.48
C 27.52047 6.72558 -1.48804  -0.79
C 26.53393 6.48960 -2.63516  0.11
H 26.89570 7.64786 0.44835  0.35
H 27.12150 8.77821 -0.88471  0.27
H 27.74161 5.80286 -0.95237  0.32
H 28.48548 7.10773 -1.81616  0.30
H 26.30237 5.43832 -2.82143  0.21
H 26.86073 6.87143 -3.59846  0.23

Atoms 1-6, force components in eV/Å:
0.1 -1.1 1.7
0.7 -0.9 -0.2
0.1 -0.5 0.2
0.2 0.5 0.2
-0.5 0.7 0.1
-0.1 0.0 -0.1